Below is a 8-piece molecular cluster, C58H93F3N3O12PS overall, with properties calculated with the ωB97M-V functional and the def2-TZVPD basis.

Values from the calculation:
ΔE to the lowest compared entry with this formula, charge and spin   565.36 kJ/mol
Electronic energy   -118960.0795 eV
Net charge   0
HOMO   -8.1 eV
2S+1   1
Strongest force on any atom   4.1 eV Å⁻¹
HOMO-LUMO gap   8.044 eV
SMILES string   C#CCCCc1c(C)c(O)cc2c1N(F)c1c(c(CNC)c(OC[C@H](C)CC(C)C)c(N(C(=O)F)C(=O)F)c1P(C)O)S2.C1CCOC1.C1CCOC1.C1CCOC1.C1CCOC1.C1CCOC1.C1CCOC1.C1CCOC1

Last column: Mulliken charge in e.
Positions of all 171 atoms, in Å:
C 3.655 -0.949 -2.087  -0.393
C 2.636 -1.418 -2.608  -0.847
C 1.276 -2.017 -3.096  0.541
C 1.542 -3.555 -3.397  -0.889
C 0.295 -4.502 -3.071  -0.854
C -1.076 -3.787 -3.256  0.531
C -1.520 -3.410 -4.617  1.057
C -0.622 -3.717 -5.881  -1.583
C -2.807 -2.728 -4.882  0.101
O -3.235 -2.402 -6.174  -0.591
C -3.631 -2.393 -3.700  -0.747
C -3.185 -2.741 -2.362  0.978
C -1.903 -3.458 -2.061  -0.763
N -1.509 -3.802 -0.689  0.705
F -2.439 -4.792 -0.302  -0.300
C -1.614 -2.666 0.208  -0.656
C -2.839 -1.795 0.267  0.724
C -2.918 -0.643 1.155  1.028
C -4.250 0.200 1.139  -1.788
N -4.261 1.190 0.033  -0.282
C -4.267 2.546 0.690  -0.764
C -1.777 -0.271 2.043  0.333
O -1.964 0.868 2.798  -0.317
C -1.662 0.686 4.212  -0.585
C -0.369 1.594 4.523  0.936
C -0.653 2.657 5.658  -1.166
C 0.102 2.409 3.222  0.971
C 1.381 3.311 3.479  0.385
C 2.189 3.322 2.098  -0.911
C 0.998 4.843 3.729  -1.196
C -0.570 -1.110 2.014  -1.228
N 0.584 -0.796 2.868  0.967
C 1.769 -0.453 2.129  0.381
O 2.754 -0.052 2.648  -0.470
F 1.808 -0.518 0.739  -0.067
C 0.830 -1.788 3.876  0.669
O 1.736 -1.830 4.630  -0.536
F -0.148 -2.784 4.009  -0.310
C -0.510 -2.298 1.120  -0.078
P 1.014 -3.430 1.105  0.261
C 0.287 -5.147 1.451  -1.130
O 1.741 -3.388 -0.420  -0.409
S -4.176 -2.285 -0.886  -0.564
H 4.499 -0.514 -1.520  0.430
H 0.940 -1.430 -3.990  0.598
H 0.569 -1.946 -2.222  -0.162
H 2.361 -3.874 -2.689  0.466
H 1.913 -3.640 -4.451  0.533
H 0.421 -4.847 -2.012  -0.233
H 0.349 -5.391 -3.762  0.514
H 0.253 -4.376 -5.630  0.269
H -1.216 -4.070 -6.761  0.462
H -0.165 -2.716 -6.160  0.208
H -3.807 -3.130 -6.496  0.315
H -4.595 -1.852 -3.903  0.371
H -4.394 0.635 2.165  0.337
H -5.077 -0.546 0.934  0.584
H -5.190 1.116 -0.398  0.316
H -5.063 2.618 1.485  0.345
H -4.533 3.279 -0.119  0.307
H -3.225 2.688 1.092  0.112
H -2.541 1.102 4.780  0.201
H -1.469 -0.400 4.415  0.196
H 0.530 0.970 4.806  0.231
H -1.343 3.492 5.331  0.214
H 0.340 3.049 6.005  0.040
H -1.224 2.114 6.492  0.450
H 0.381 1.710 2.375  -1.559
H -0.733 3.067 2.830  0.412
H 2.053 2.941 4.299  0.168
H 2.437 2.266 1.771  0.173
H 3.176 3.859 2.184  0.439
H 1.571 3.758 1.262  -0.049
H 0.360 4.943 4.644  0.229
H 1.942 5.466 3.789  0.315
H 0.471 5.206 2.796  0.281
H 0.504 -5.846 0.594  0.354
H -0.842 -5.105 1.526  0.310
H 0.629 -5.553 2.446  0.403
H 2.157 -4.258 -0.570  0.324
C -4.568 1.844 9.785  -0.577
C -5.365 2.048 8.512  -0.584
C -4.286 2.464 7.529  -0.350
O -3.075 1.818 7.944  -0.272
C -3.270 1.265 9.253  -0.520
H -5.057 1.195 10.511  0.336
H -4.378 2.810 10.262  0.266
H -5.811 1.099 8.198  0.280
H -6.163 2.785 8.606  0.347
H -4.117 3.546 7.559  0.273
H -4.521 2.177 6.502  0.199
H -3.333 0.177 9.152  0.308
H -2.412 1.507 9.884  0.285
C -7.198 -4.279 -9.962  -0.518
C -7.269 -5.061 -8.665  -0.536
C -5.848 -5.578 -8.532  -0.347
O -4.993 -4.608 -9.155  -0.401
C -5.804 -3.683 -9.894  -0.396
H -7.979 -3.524 -10.063  0.327
H -7.271 -4.963 -10.812  0.261
H -7.499 -4.384 -7.836  0.255
H -8.013 -5.857 -8.671  0.336
H -5.719 -6.528 -9.061  0.267
H -5.547 -5.716 -7.492  0.249
H -5.805 -2.731 -9.352  0.244
H -5.368 -3.521 -10.881  0.270
C 4.137 5.285 8.063  -0.552
C 3.154 6.425 8.240  -0.578
C 2.079 6.073 7.228  -0.430
O 2.055 4.641 7.129  -0.240
C 3.213 4.114 7.792  -0.494
H 4.785 5.126 8.925  0.339
H 4.769 5.473 7.190  0.268
H 2.737 6.403 9.251  0.272
H 3.590 7.411 8.073  0.331
H 2.318 6.474 6.237  0.236
H 1.092 6.437 7.521  0.269
H 2.881 3.647 8.726  0.308
H 3.676 3.349 7.166  0.266
C 2.347 -4.880 7.709  -0.610
C 1.412 -3.821 7.156  -0.124
C 0.055 -4.472 7.346  -0.299
O 0.157 -5.315 8.501  -0.444
C 1.538 -5.441 8.865  -0.482
H 3.318 -4.491 8.018  0.367
H 2.513 -5.657 6.957  0.273
H 1.480 -2.913 7.763  0.208
H 1.615 -3.553 6.120  0.052
H -0.206 -5.105 6.490  0.230
H -0.744 -3.742 7.495  0.270
H 1.698 -4.860 9.780  0.251
H 1.769 -6.487 9.072  0.302
C 5.450 -1.051 -6.949  -0.742
C 4.470 -0.029 -7.498  -0.179
C 3.139 -0.715 -7.272  -0.512
O 3.290 -1.539 -6.110  -0.254
C 4.679 -1.616 -5.769  -0.435
H 6.413 -0.626 -6.666  0.331
H 5.628 -1.836 -7.691  0.314
H 4.523 0.888 -6.905  0.085
H 4.644 0.230 -8.543  0.311
H 2.881 -1.367 -8.114  0.268
H 2.322 -0.007 -7.116  0.271
H 4.827 -1.024 -4.861  0.233
H 4.949 -2.653 -5.556  0.296
C 0.493 2.178 -2.237  -0.269
C 1.063 3.577 -2.105  -0.662
C -0.041 4.296 -1.349  -0.642
O -0.681 3.318 -0.522  -0.404
C -0.237 2.012 -0.917  0.534
H 1.248 1.408 -2.405  0.110
H -0.221 2.144 -3.066  0.307
H 1.974 3.550 -1.499  0.238
H 1.302 4.046 -3.060  0.425
H -0.793 4.702 -2.035  0.377
H 0.338 5.111 -0.728  0.273
H 0.435 1.635 -0.137  -0.491
H -1.095 1.339 -0.992  0.177
C 4.423 4.839 -9.466  -0.537
C 5.925 4.667 -9.557  -0.518
C 6.271 4.182 -8.162  -0.410
O 5.136 3.448 -7.682  -0.369
C 4.028 3.683 -8.565  -0.371
H 3.919 4.817 -10.432  0.327
H 4.187 5.790 -8.978  0.262
H 6.166 3.893 -10.292  0.262
H 6.457 5.578 -9.835  0.333
H 6.440 5.022 -7.480  0.244
H 7.154 3.539 -8.148  0.268
H 3.861 2.768 -9.144  0.199
H 3.131 3.894 -7.981  0.318


Below is C39H34BrF4N2NiOP as an isolated structure, with properties calculated with the ωB97M-V functional and the def2-TZVPD basis.

Values from the calculation:
Electronic energy   -177263.8161 eV
Net charge   0
HOMO (alpha / beta)   -6.5 / -6.5 eV
2S+1   1
Strongest force on any atom   1.6 eV Å⁻¹
HOMO-LUMO gap (alpha / beta)   6.881 / 6.872 eV

Last column: Mulliken charge in e.
Positions of all 83 atoms, in Å:
Ni 0.466 -0.597 -0.774  -0.382
F -4.832 -5.102 0.548  -0.299
C -3.847 -4.223 0.692  0.556
C -3.565 -3.695 1.940  0.218
F -4.283 -4.064 2.997  -0.302
C -2.534 -2.781 2.068  0.448
F -2.316 -2.298 3.296  -0.385
C -1.764 -2.363 0.994  -0.659
P -0.361 -1.159 1.163  2.098
C -1.129 0.229 2.066  0.367
C -0.281 1.129 2.710  -0.528
C -0.785 2.280 3.294  -0.686
C -2.144 2.556 3.226  -0.592
C -2.993 1.677 2.567  -0.716
C -2.487 0.521 1.991  -0.720
C 0.712 -1.969 2.397  0.133
C 0.512 -1.914 3.776  -0.159
C 1.389 -2.562 4.632  -0.811
C 2.465 -3.275 4.120  -0.528
C 2.672 -3.330 2.750  -0.463
C 1.803 -2.670 1.894  -0.315
C -2.069 -2.909 -0.257  -0.124
Br -1.116 -2.451 -1.825  -0.092
C -3.095 -3.827 -0.403  0.380
F -3.393 -4.357 -1.588  -0.329
H 0.783 0.925 2.752  0.529
H -0.116 2.962 3.804  0.475
H -2.541 3.449 3.693  0.480
H -4.054 1.886 2.507  0.402
H -3.161 -0.159 1.483  0.185
H -0.325 -1.364 4.182  0.347
H 1.229 -2.512 5.701  0.406
H 3.146 -3.782 4.792  0.390
H 3.516 -3.874 2.346  0.481
H 1.970 -2.667 0.823  -0.145
C -2.530 4.820 0.101  -1.005
N -1.657 4.006 -0.740  -0.262
N -2.124 2.708 -0.961  1.072
C -1.069 1.818 -0.911  0.556
O -1.187 0.617 -1.185  -0.580
C 0.083 2.594 -0.535  -0.622
C -0.322 3.876 -0.406  0.205
C 0.452 5.062 0.052  -1.692
C -3.325 2.499 -1.683  0.157
C -3.773 3.442 -2.598  -0.080
C -4.955 3.215 -3.287  -0.715
C -5.675 2.048 -3.081  -0.493
C -5.210 1.106 -2.174  -0.854
C -4.042 1.328 -1.463  -0.158
H -3.520 4.861 -0.345  0.408
H -2.128 5.830 0.139  0.443
H -2.602 4.408 1.111  0.123
H 1.071 2.178 -0.435  0.508
H 1.507 4.807 0.104  0.404
H 0.128 5.381 1.045  0.329
H 0.326 5.901 -0.633  0.374
H -3.193 4.338 -2.775  0.490
H -5.305 3.951 -3.999  0.391
H -6.591 1.871 -3.628  0.397
H -5.764 0.190 -2.012  0.414
H -3.671 0.600 -0.758  0.341
C 2.529 -1.435 -3.470  -2.207
C 3.090 -1.572 -2.050  3.223
C 2.940 -3.057 -1.648  -1.446
C 2.272 -0.698 -1.106  -1.328
C 4.582 -1.231 -1.992  -0.365
C 5.330 -0.866 -3.105  -0.390
C 6.687 -0.575 -3.000  -0.821
C 7.327 -0.647 -1.776  -0.392
C 6.594 -1.010 -0.652  -0.939
C 5.245 -1.292 -0.763  0.078
H 1.470 -1.697 -3.451  0.210
H 3.037 -2.099 -4.174  0.516
H 2.604 -0.408 -3.829  0.417
H 1.886 -3.340 -1.646  0.166
H 3.350 -3.249 -0.656  0.226
H 3.479 -3.694 -2.354  0.545
H 2.933 -0.158 -0.415  0.762
H 4.860 -0.799 -4.077  0.417
H 7.242 -0.290 -3.885  0.372
H 8.383 -0.423 -1.694  0.378
H 7.078 -1.069 0.316  0.388
H 4.685 -1.556 0.128  0.384